(1)
DFT (ωB97M-V with the def2-TZVPD basis set) results for a molecular structure, C6H10NO.

ORCA input file:
```
! RIJCOSX wB97M-V def2-TZVPD def2/J DEFGRID3
* xyz -1 1
C 2.678 -0.258 -0.145
O 2.563 -1.406 -0.948
C 1.237 0.441 0.045
C 0.241 -0.710 0.219
C -0.900 -0.435 1.106
C -1.576 0.855 0.802
N -1.933 1.477 -0.385
C -2.735 0.292 -0.606
H 3.034 -0.393 0.910
H 3.465 0.361 -0.734
H 0.863 1.157 0.849
H 1.020 1.144 -0.821
H 0.825 -1.469 0.750
H -0.040 -1.034 -0.836
H -1.504 -1.176 1.659
H -1.898 1.391 1.692
H -2.615 -0.565 -1.211
H -3.790 0.385 -0.506
*
```

Computed properties:
LUMO energy in eV: 2.30
Relative energy (zero: lowest compared OMol25 entry of this formula, charge and spin) in eV: 5.997

How positive or negative is each atom? The natural (NBO) charges in e answer that: number 1, C, carries -0.04; number 2, O, carries -0.96; number 3, C, carries -0.44; number 4, C, carries -0.52; number 5, C, carries -0.11; number 6, C, carries 0.03; number 7, N, carries -0.67; number 8, C, carries 0.03; number 9, H, carries 0.08; number 10, H, carries 0.12; number 11, H, carries 0.17; number 12, H, carries 0.19; number 13, H, carries 0.25; number 14, H, carries 0.27; number 15, H, carries 0.20; number 16, H, carries 0.13; number 17, H, carries 0.15; number 18, H, carries 0.13

***

(2)
DFT (ωB97M-V with the def2-TZVPD basis set) results for a gas-phase ion, C6H10NO (charge +1).

ORCA input file:
```
! RIJCOSX wB97M-V def2-TZVPD def2/J DEFGRID3
* xyz 1 1
C 0.247 -0.229 0.522
C -0.564 -0.336 -0.603
C 0.846 1.928 -0.161
C 0.041 1.631 -1.410
C 0.363 -1.343 1.467
C -1.418 -1.509 -0.776
N 1.135 0.804 0.640
O -0.623 0.632 -1.544
H 1.804 2.376 -0.514
H 0.350 2.725 0.453
H -0.088 2.503 -2.115
H 1.320 -1.228 2.032
H 0.161 -2.247 0.811
H -0.369 -1.124 2.245
H -1.822 -2.085 0.106
H -0.844 -2.213 -1.231
H -2.234 -1.252 -1.388
H 1.695 0.967 1.466
*
```

Computed properties:
LUMO energy (alpha / beta) in eV: -5.33 / -5.33
Relative energy (zero: lowest compared OMol25 entry of this formula, charge and spin) in eV: 2.281

How positive or negative is each atom? The natural (NBO) charges in e answer that: number 1, C, carries 0.28; number 2, C, carries 0.10; number 3, C, carries -0.33; number 4, C, carries 0.46; number 5, C, carries -0.66; number 6, C, carries -0.66; number 7, N, carries -0.57; number 8, O, carries -0.26; number 9, H, carries 0.25; number 10, H, carries 0.24; number 11, H, carries 0.23; number 12, H, carries 0.25; number 13, H, carries 0.26; number 14, H, carries 0.26; number 15, H, carries 0.25; number 16, H, carries 0.23; number 17, H, carries 0.25; number 18, H, carries 0.43

***

(3)
DFT (ωB97M-V with the def2-TZVPD basis set) results for a gas-phase ion, C6H10NO (charge +1).

ORCA input file:
```
! RIJCOSX wB97M-V def2-TZVPD def2/J DEFGRID3
* xyz 1 1
C 1.836 0.895 0.767
C 0.017 -0.857 0.147
C -1.646 1.124 0.323
C -0.971 0.025 -0.470
C 1.513 -0.356 -0.040
C 2.320 -0.872 -0.927
N -2.390 -0.053 -0.128
O 0.932 1.500 1.355
H 2.862 1.039 0.945
H -0.315 -0.939 1.242
H 0.040 -1.900 -0.232
H -1.351 1.091 1.404
H -1.696 2.015 -0.281
H -0.793 0.328 -1.391
H 2.024 -1.536 -1.671
H -2.607 -0.802 0.550
H 3.440 -0.772 -0.851
H -3.215 0.072 -0.742
*
```

Computed properties:
LUMO energy in eV: -3.50
Relative energy (zero: lowest compared OMol25 entry of this formula, charge and spin) in eV: 2.226
SMILES: C=C(C=O)C[C@@H]1C[NH2+]1

How positive or negative is each atom? The natural (NBO) charges in e answer that: number 1, C, carries 0.42; number 2, C, carries -0.46; number 3, C, carries -0.22; number 4, C, carries -0.02; number 5, C, carries -0.12; number 6, C, carries -0.28; number 7, N, carries -0.53; number 8, O, carries -0.54; number 9, H, carries 0.15; number 10, H, carries 0.23; number 11, H, carries 0.25; number 12, H, carries 0.28; number 13, H, carries 0.26; number 14, H, carries 0.22; number 15, H, carries 0.21; number 16, H, carries 0.45; number 17, H, carries 0.23; number 18, H, carries 0.46

***

(4)
DFT (ωB97M-V with the def2-TZVPD basis set) results for 2 unconnected molecules or ions with the total composition C6H10NO.

ORCA input file:
```
! RIJCOSX wB97M-V def2-TZVPD def2/J DEFGRID3
* xyz 1 1
C -2.356 -0.106 0.596
C 1.417 -0.157 -0.390
C 1.396 -0.020 1.129
C 0.218 -0.583 0.482
C -2.376 0.267 -0.735
C 1.207 1.049 -1.197
N 1.121 -1.432 1.424
O -2.741 -0.421 1.632
H 1.849 -1.028 -0.838
H 1.363 0.696 1.873
H -1.475 -0.085 -1.301
H -2.112 1.382 -0.789
H -3.459 0.117 -1.024
H 1.185 0.917 -2.213
H 2.056 1.622 -1.150
H 0.439 1.642 -0.672
H 1.710 -2.167 0.993
H 0.558 -1.693 2.179
*
```

Computed properties:
LUMO energy in eV: -4.06
Relative energy (zero: lowest compared OMol25 entry of this formula, charge and spin) in eV: 5.203

How positive or negative is each atom? The natural (NBO) charges in e answer that: number 1, C, carries 0.93; number 2, C, carries -0.23; number 3, C, carries -0.13; number 4, C, carries -0.21; number 5, C, carries -0.85; number 6, C, carries -0.64; number 7, N, carries -0.56; number 8, O, carries -0.31; number 9, H, carries 0.22; number 10, H, carries 0.24; number 11, H, carries 0.36; number 12, H, carries 0.34; number 13, H, carries 0.32; number 14, H, carries 0.24; number 15, H, carries 0.24; number 16, H, carries 0.20; number 17, H, carries 0.42; number 18, H, carries 0.43

***

(5)
DFT (ωB97M-V with the def2-TZVPD basis set) results for a gas-phase ion, C6H10NO (charge +1).

ORCA input file:
```
! RIJCOSX wB97M-V def2-TZVPD def2/J DEFGRID3
* xyz 1 1
C 3.154 0.092 -0.169
C 1.954 -0.277 -0.458
C -1.202 1.543 -0.233
C -2.377 0.403 0.149
C 1.014 -1.361 -0.028
C -1.025 -0.040 -0.357
N -0.138 -0.659 0.664
O 4.132 0.677 -0.076
H -0.897 -0.455 -1.335
H 1.495 0.615 -0.944
H -1.516 2.124 -1.141
H -0.626 1.975 0.614
H -2.562 0.184 1.314
H -3.183 0.493 -0.457
H 0.867 -1.910 -0.861
H 1.458 -2.029 0.772
H -0.676 -1.417 1.139
H 0.127 0.043 1.407
*
```

Computed properties:
LUMO energy in eV: -3.49
Relative energy (zero: lowest compared OMol25 entry of this formula, charge and spin) in eV: 2.912
SMILES: O=C=CC[NH2+]C1CC1

How positive or negative is each atom? The natural (NBO) charges in e answer that: number 1, C, carries 0.75; number 2, C, carries -0.63; number 3, C, carries -0.42; number 4, C, carries -0.39; number 5, C, carries -0.21; number 6, C, carries -0.11; number 7, N, carries -0.51; number 8, O, carries -0.37; number 9, H, carries 0.25; number 10, H, carries 0.29; number 11, H, carries 0.27; number 12, H, carries 0.23; number 13, H, carries 0.23; number 14, H, carries 0.25; number 15, H, carries 0.25; number 16, H, carries 0.24; number 17, H, carries 0.44; number 18, H, carries 0.46

***

(6)
DFT (ωB97M-V with the def2-TZVPD basis set) results for 2 unconnected molecules or ions with the total composition C6H10NO2.

ORCA input file:
```
! RIJCOSX wB97M-V def2-TZVPD def2/J DEFGRID3
* xyz 1 1
C -3.325 0.936 0.342
C -2.360 0.118 -0.100
C -0.969 0.541 -0.183
C 2.316 0.453 0.016
C 2.807 -0.336 1.062
C 0.178 -1.320 -1.285
N 0.087 -0.166 -0.451
O -0.684 1.701 0.356
O 2.349 1.430 -0.608
H -4.433 0.558 0.437
H -3.061 1.897 0.654
H -2.616 -0.957 -0.189
H 3.299 0.152 1.882
H 3.540 -1.058 0.553
H 2.065 -1.072 1.401
H -0.943 -1.685 -1.425
H 0.881 -2.093 -0.886
H 0.683 -1.123 -2.253
H 0.188 2.023 0.679
*
```

Computed properties:
LUMO energy in eV: -5.16
Relative energy (zero: lowest compared OMol25 entry of this formula, charge and spin) in eV: 2.159

How positive or negative is each atom? The natural (NBO) charges in e answer that: number 1, C, carries -0.23; number 2, C, carries -0.35; number 3, C, carries 0.61; number 4, C, carries 0.92; number 5, C, carries -0.84; number 6, C, carries -0.44; number 7, N, carries -0.53; number 8, O, carries -0.67; number 9, O, carries -0.31; number 10, H, carries 0.24; number 11, H, carries 0.21; number 12, H, carries 0.24; number 13, H, carries 0.33; number 14, H, carries 0.33; number 15, H, carries 0.32; number 16, H, carries 0.21; number 17, H, carries 0.20; number 18, H, carries 0.22; number 19, H, carries 0.52